[1]
The following is a quantum chemistry calculation of the molecule C21H23ClN2O3, from OMol25.

Atoms and positions in Å:
C 3.81 0.11 2.32
C 3.45 -0.39 0.95
C 2.84 0.45 0.03
C 2.49 -0.01 -1.24
O 1.84 0.73 -2.19
C 1.68 2.12 -2.05
C 2.99 2.90 -2.11
C 0.83 2.54 -0.83
O 0.90 3.66 -0.37
N 0.00 1.56 -0.41
C -0.85 1.54 0.70
C -1.02 2.66 1.51
C -1.83 2.59 2.64
C -2.46 1.40 2.97
C -2.32 0.30 2.15
C -1.55 0.35 0.99
C -1.39 -0.84 0.11
O -0.31 -1.12 -0.41
N -2.46 -1.62 -0.11
C -3.86 -1.31 0.11
C -4.55 -1.94 -1.09
C -3.74 -3.22 -1.29
C -2.31 -2.76 -1.00
C 2.76 -1.33 -1.58
C 3.36 -2.17 -0.68
C 3.71 -1.70 0.58
Cl 4.46 -2.78 1.70
H 3.54 1.16 2.43
H 3.29 -0.47 3.08
H 4.88 0.00 2.49
H 2.63 1.47 0.33
H 1.07 2.39 -2.92
H 2.79 3.95 -1.89
H 3.42 2.82 -3.10
H 3.70 2.52 -1.39
H 0.13 0.63 -0.82
H -0.51 3.57 1.27
H -1.94 3.46 3.26
H -3.06 1.33 3.86
H -2.79 -0.63 2.42
H -4.02 -0.23 0.19
H -4.21 -1.79 1.04
H -5.61 -2.14 -0.90
H -4.46 -1.29 -1.96
H -3.84 -3.63 -2.30
H -4.05 -3.98 -0.57
H -1.70 -3.53 -0.52
H -1.78 -2.44 -1.90
H 2.47 -1.68 -2.56
H 3.57 -3.20 -0.94

As for the total charge: 0. The energy relative to the best compared isomer or geometry (same formula, charge and spin) comes out at 0.3179 eV. The HOMO energy is -8.17 eV. The total energy is -1609.50771 a.u. The SMILES is Cc1cc(O[C@H](C)C(=O)Nc2ccccc2C(=O)N2CCCC2)ccc1Cl. The value obtained for the LUMO energy is 0.61 eV. Its maximum force is 0.65 eV/Å.

***

[2]
The following is a quantum chemistry calculation of the molecule C21H23ClN4O2S in a non-equilibrium geometry, from OMol25.

Atoms and positions in Å:
C 6.56 0.16 0.83
C 5.05 0.32 0.77
C 4.55 1.46 1.65
O 4.69 0.63 -0.59
C 3.73 -0.07 -1.15
O 3.19 -1.04 -0.69
C 3.40 0.51 -2.52
S 1.63 0.32 -2.85
C 1.08 0.86 -1.30
N 1.79 1.56 -0.45
N 1.04 1.72 0.66
C -0.10 1.12 0.48
C -1.21 1.08 1.47
N -2.30 1.95 1.08
C -3.50 1.53 0.57
C -4.09 0.31 0.93
C -5.32 -0.05 0.44
C -6.00 0.79 -0.43
Cl -7.55 0.33 -1.06
C -5.45 2.01 -0.79
C -4.21 2.37 -0.30
N -0.14 0.56 -0.77
C -1.16 -0.27 -1.36
C -1.27 -1.61 -0.66
C -2.51 -2.22 -0.53
C -2.62 -3.44 0.10
C -1.50 -4.07 0.60
C -0.26 -3.48 0.46
C -0.14 -2.25 -0.17
H 7.05 1.08 0.50
H 6.88 -0.66 0.20
H 6.87 -0.05 1.86
H 4.55 -0.61 1.05
H 4.72 1.22 2.70
H 5.07 2.38 1.40
H 3.48 1.62 1.49
H 3.92 -0.05 -3.31
H 3.67 1.56 -2.56
H -0.80 1.42 2.43
H -1.57 0.06 1.58
H -1.99 2.86 0.75
H -3.59 -0.35 1.62
H -5.76 -0.99 0.73
H -5.98 2.67 -1.46
H -3.78 3.32 -0.58
H -0.89 -0.42 -2.41
H -2.12 0.25 -1.32
H -3.39 -1.72 -0.92
H -3.59 -3.91 0.20
H -1.59 -5.03 1.09
H 0.63 -3.96 0.84
H 0.84 -1.80 -0.28

As for the total charge: 0. The energy relative to the best compared isomer or geometry (same formula, charge and spin) comes out at 0.0000 eV. The HOMO energy is -8.00 eV. The total energy is -2041.94290 a.u. The SMILES is CC(C)OC(=O)CSc1nnc(CNc2ccc(Cl)cc2)n1Cc1ccccc1. The value obtained for the LUMO energy is 0.58 eV. Its maximum force is 1.19 eV/Å.

***

One value per record, in order, for gap between HOMO and LUMO: 8.77 8.58 eV.